{
  "formula": "C24H28N3OP2RbTe4",
  "method": "wB97M-V/def2-TZVPD",
  "lumo_ev": 3.55,
  "charge": -2,
  "relative_energy_ev": 0.0000,
  "species": ["Rb", "C", "C", "N", "N", "C", "O", "C", "C", "C", "C", "C", "C", "C", "C", "C", "C", "C", "N", "H", "H", "H", "H", "H", "H", "H", "H", "H", "H", "H", "H", "C", "P", "C", "C", "C", "C", "C", "C", "C", "P", "C", "C", "H", "H", "H", "H", "H", "H", "H", "H", "H", "H", "H", "H", "H", "H", "H", "H", "Te", "Te", "Te", "Te"],
  "xyz": [[-0.121, 1.962, 1.185], [4.445, 1.344, -1.246], [3.151, 1.866, -0.672], [2.227, 1.094, -0.216], [2.499, -0.241, -0.276], [1.469, -1.023, 0.034], [0.289, -0.711, 0.321], [1.787, -2.490, -0.026], [3.094, -2.973, -0.077], [3.342, -4.336, -0.121], [2.288, -5.243, -0.123], [0.984, -4.769, -0.075], [0.736, -3.407, -0.021], [2.960, 3.321, -0.616], [3.965, 4.186, -1.070], [3.779, 5.553, -1.014], [2.593, 6.053, -0.507], [1.649, 5.132, -0.073], [1.815, 3.819, -0.121], [4.422, 0.259, -1.234], [5.300, 1.689, -0.658], [4.585, 1.689, -2.274], [3.903, -2.256, -0.079], [4.364, -4.698, -0.151], [2.485, -6.308, -0.158], [0.154, -5.467, -0.077], [-0.276, -3.023, 0.026], [4.892, 3.789, -1.458], [4.559, 6.223, -1.358], [2.401, 7.114, -0.431], [0.715, 5.469, 0.363], [-1.240, -1.756, 2.943], [-2.127, -0.493, 1.939], [-3.705, -0.417, 2.896], [-2.710, -1.533, 0.522], [-3.307, -2.773, 0.764], [-3.743, -3.589, -0.265], [-3.604, -3.162, -1.578], [-3.033, -1.928, -1.833], [-2.573, -1.101, -0.805], [-1.804, 0.532, -1.212], [-0.709, 0.052, -2.612], [-3.206, 1.259, -2.182], [-1.804, -2.678, 3.091], [-1.037, -1.313, 3.919], [-0.290, -1.977, 2.455], [-4.141, -1.397, 3.108], [-4.428, 0.188, 2.347], [-3.501, 0.099, 3.836], [-3.432, -3.115, 1.784], [-4.193, -4.550, -0.045], [-3.941, -3.785, -2.398], [-2.940, -1.603, -2.862], [-1.241, -0.401, -3.450], [0.050, -0.635, -2.236], [-0.201, 0.951, -2.968], [-3.593, 0.604, -2.967], [-2.855, 2.188, -2.638], [-4.017, 1.515, -1.498], [1.061, 3.634, 5.017], [-0.495, 4.880, 3.186], [-2.839, 3.445, 3.084], [-4.856, 5.238, 2.861]],
  "atomic_forces_ev_per_a": [[0.291, 0.410, 0.433], [-0.031, 0.056, -0.013], [0.182, -0.615, 0.024], [0.138, 0.011, -0.218], [0.120, -0.267, -0.054], [-0.281, 0.349, 0.014], [0.285, 0.008, -0.025], [0.150, -0.405, -0.014], [-0.039, 0.073, 0.001], [0.036, -0.059, -0.003], [-0.029, 0.065, 0.000], [0.011, -0.127, 0.000], [0.005, 0.166, 0.002], [-0.121, 0.714, 0.021], [0.061, -0.232, -0.015], [-0.070, 0.205, 0.019], [0.115, -0.111, -0.048], [-0.155, 0.048, 0.108], [0.124, -0.176, -0.172], [0.000, 0.011, -0.006], [0.012, 0.013, -0.005], [0.017, 0.012, 0.005], [0.000, -0.002, 0.000], [-0.001, 0.016, 0.000], [-0.007, -0.002, 0.000], [-0.005, 0.013, 0.002], [-0.017, -0.002, -0.006], [0.002, -0.018, -0.003], [0.006, -0.015, -0.003], [-0.011, 0.007, 0.007], [-0.004, -0.013, -0.005], [0.077, 0.045, -0.025], [-0.422, -0.209, 0.202], [0.063, 0.009, -0.023], [0.001, -0.072, -0.068], [0.016, -0.006, -0.026], [-0.010, 0.000, 0.014], [-0.014, -0.011, -0.025], [0.025, 0.009, 0.010], [-0.013, -0.119, 0.007], [-0.378, -0.011, -0.297], [0.074, 0.005, 0.072], [0.059, -0.017, 0.030], [-0.020, -0.020, 0.006], [0.026, 0.018, 0.002], [-0.045, -0.006, 0.025], [0.020, 0.004, -0.009], [0.006, 0.010, 0.006], [-0.011, 0.005, -0.007], [0.014, 0.009, 0.024], [0.001, 0.002, 0.004], [0.001, 0.003, -0.003], [0.018, 0.014, -0.017], [-0.022, -0.035, -0.018], [-0.016, 0.025, -0.042], [0.003, 0.011, 0.004], [0.027, -0.005, 0.014], [-0.015, 0.004, -0.001], [0.005, 0.006, 0.000], [-0.011, -0.138, -0.085], [-0.089, 0.371, 0.132], [-0.176, -0.046, 0.074], [0.023, 0.008, -0.024]],
  "mulliken_charge": [1.0972, -1.2712, 0.3032, 0.4749, -0.6389, -0.8168, -0.1923, 0.3090, -0.3805, -0.6612, -0.3379, -0.8245, 0.1997, 0.3888, -0.6804, -0.3940, -0.7495, -0.2917, 0.1907, 0.2720, 0.2967, 0.2919, 0.3997, 0.3702, 0.3554, 0.4101, 0.4242, 0.2635, 0.3838, 0.3803, 0.4061, -1.1352, 0.8685, -1.3283, 0.0416, -0.1868, -0.9298, -0.8664, -0.3433, 0.1751, 0.8631, -1.2986, -1.3518, 0.3329, 0.4728, 0.0738, 0.3453, 0.3687, 0.4250, 0.2309, 0.3642, 0.3701, 0.2143, 0.4096, 0.2113, 0.4185, 0.3518, 0.3998, 0.3722, -0.6350, -0.3834, -0.0730, -0.7560]
}



{
  "formula": "C24H28N4O4",
  "method": "wB97M-V/def2-TZVPD",
  "lumo_ev": -0.26,
  "relative_energy_ev": 30.5101,
  "species": ["C", "H", "O", "C", "C", "C", "C", "C", "C", "H", "H", "C", "N", "C", "O", "N", "C", "C", "C", "C", "C", "C", "C", "O", "H", "H", "C", "O", "N", "H", "C", "C", "H", "H", "C", "N", "C", "C", "H", "H", "C", "H", "H", "C", "H", "H", "H", "H", "H", "H", "H", "H", "H", "H", "H", "H", "H", "H", "H", "H"],
  "xyz": [[-5.581, 5.265, -5.221], [-4.734, 4.746, -5.538], [-6.152, 4.994, -4.137], [-5.284, 5.030, -2.890], [-5.761, 4.757, -1.618], [-5.190, 4.588, -0.403], [-3.917, 4.930, -0.279], [-3.158, 5.430, -1.734], [-3.847, 5.360, -2.921], [-3.439, 5.706, -3.743], [-2.245, 5.562, -1.810], [-2.991, 4.974, 0.706], [-2.296, 3.919, 1.119], [-3.175, 2.722, 1.572], [-4.135, 2.967, 2.015], [-2.490, 1.464, 1.876], [-1.188, 1.399, 1.519], [-0.572, 0.050, 1.636], [0.718, -0.029, 0.990], [1.374, 0.836, 0.511], [0.940, 2.169, 0.272], [-0.527, 2.162, 0.742], [-1.172, 3.592, 0.459], [-0.662, 4.459, 0.046], [1.494, 3.021, -0.449], [2.406, 0.836, 0.089], [1.400, -1.367, 1.510], [0.670, -2.492, 1.101], [2.648, -1.535, 1.776], [3.094, -0.547, 1.785], [3.457, -2.649, 1.740], [4.524, -2.824, 0.664], [3.787, -2.868, -0.271], [5.207, -2.029, 0.747], [5.155, -4.216, 0.901], [4.087, -5.378, 0.792], [3.485, -5.460, -0.308], [2.889, -7.221, -0.127], [2.018, -7.331, -0.347], [3.584, -7.748, -1.102], [3.508, -7.551, 1.232], [3.901, -8.848, 1.139], [2.961, -7.537, 1.966], [4.827, -6.559, 1.507], [5.776, -6.890, 0.686], [5.015, -6.367, 2.431], [3.844, -5.186, -1.045], [2.375, -4.842, -0.036], [5.772, -4.164, 1.612], [5.835, -4.506, -0.040], [4.022, -2.544, 2.728], [2.762, -3.442, 1.863], [-1.135, -0.552, 1.879], [-3.065, 0.860, 2.331], [-3.932, 5.228, 1.748], [-2.555, 5.709, 0.803], [-5.612, 4.362, 0.432], [-6.922, 4.184, -1.708], [-6.334, 5.120, -6.066], [-5.462, 6.280, -5.132]],
  "atomic_forces_ev_per_a": [[-0.166, 1.604, -6.907], [1.868, -1.074, -0.157], [-1.864, -3.797, 11.300], [0.986, 0.419, -0.410], [-7.133, -3.286, -4.600], [3.708, 2.037, -3.067], [2.467, 1.962, -9.932], [-11.334, -3.728, 2.672], [-4.064, -0.953, 4.429], [2.233, 1.327, -4.233], [8.705, 1.652, 0.161], [-11.066, -7.549, 6.533], [-2.173, -8.824, 2.180], [13.201, -1.465, -2.331], [-13.063, 2.145, 4.551], [-0.020, 6.443, -2.941], [0.038, -9.867, 2.204], [9.966, 14.560, -6.283], [-8.030, -13.645, 11.082], [10.309, 14.155, -7.999], [-4.025, -1.180, -0.063], [4.894, 9.830, -5.289], [-3.818, -10.760, 6.368], [9.136, 11.263, -7.959], [-1.983, -2.518, 2.504], [-0.411, -1.393, 0.761], [-6.342, -6.402, -6.583], [2.954, 5.097, 2.892], [1.456, 7.287, -0.132], [-0.297, -2.356, 0.273], [2.351, -1.083, 3.490], [-4.217, -2.147, -1.386], [2.380, 0.448, 1.127], [0.939, 0.985, -0.581], [-5.076, -1.213, -9.974], [9.379, 2.616, 11.666], [-15.410, -6.721, 8.627], [14.939, 2.953, -1.038], [-10.368, -1.135, -1.970], [-2.100, 1.250, 3.056], [8.804, -4.122, -7.969], [-1.054, 3.911, 0.494], [-6.064, 0.453, 7.643], [-3.965, -2.537, -12.257], [-2.283, 0.684, 2.938], [1.484, 1.214, 5.672], [6.197, 4.144, -13.285], [2.375, -1.233, -1.979], [4.224, -0.464, 6.451], [-0.924, 1.005, 1.630], [-0.430, -0.746, -0.865], [-0.153, -1.275, -0.319], [-8.925, -11.731, 4.791], [-1.228, -2.413, 1.528], [2.841, -0.645, -2.125], [8.191, 13.185, 0.967], [-3.460, -1.774, 4.769], [3.123, 2.204, 0.325], [0.757, 0.091, 0.861], [1.541, 3.112, -1.317]],
  "mulliken_charge": [-0.8818, 0.3370, -0.3710, 0.4564, -0.5685, -0.3165, 1.0317, -1.2015, -0.6284, 0.5797, 0.6997, -2.8154, 0.2162, 0.1650, -0.3468, -0.1337, 0.7067, -1.4809, 0.3183, 0.2035, -1.1338, 0.2686, 0.4712, -0.4573, 0.2505, 0.3319, 0.4833, -0.7266, -0.0944, 0.2736, -0.8940, -0.4569, 0.2159, 0.4632, -1.3335, 0.2542, -1.2204, -0.7559, 0.7141, 0.1539, -0.8357, 0.2580, 0.5067, -0.6601, 0.2752, 0.4521, 0.9135, 0.0365, 0.7804, 0.3637, 0.1651, 0.5764, 0.9725, 0.1214, 0.3360, 1.3116, 0.8584, 0.1023, 0.2195, 0.4694]
}



{
  "formula": "C24H28N4O4S",
  "method": "wB97M-V/def2-TZVPD",
  "lumo_ev": -0.74,
  "relative_energy_ev": 4.2675,
  "species": ["C", "N", "C", "C", "C", "C", "C", "C", "C", "C", "O", "N", "C", "C", "S", "N", "C", "C", "O", "C", "C", "H", "H", "H", "H", "H", "H", "H", "H", "H", "H", "H", "H", "H", "H", "H", "H", "H", "C", "C", "O", "C", "C", "N", "C", "C", "C", "C", "C", "O", "H", "H", "H", "H", "H", "H", "H", "H", "H", "H", "H"],
  "xyz": [[-0.419, -5.853, 2.884], [-1.473, -5.581, 1.922], [-1.677, -6.662, 0.974], [-1.790, -4.247, 1.577], [-0.821, -3.394, 1.010], [-1.167, -2.112, 0.634], [-2.437, -1.597, 0.912], [-2.791, -0.219, 0.526], [-3.103, 0.156, -0.753], [-3.759, 1.450, -0.925], [-4.145, 2.124, 0.025], [-3.970, 1.875, -2.252], [-4.551, 3.205, -2.391], [-3.205, 1.409, -3.317], [-2.874, 2.321, -4.682], [-2.761, 0.105, -3.167], [-2.203, -0.522, -4.368], [-2.826, -0.640, -1.966], [-2.646, -1.854, -1.968], [-3.378, -2.420, 1.566], [-3.094, -3.748, 1.831], [-0.465, -5.124, 3.702], [-0.583, -6.859, 3.289], [0.581, -5.814, 2.419], [-2.543, -6.462, 0.337], [-0.797, -6.814, 0.329], [-1.848, -7.593, 1.527], [0.180, -3.781, 0.807], [-0.472, -1.490, 0.069], [-3.155, 0.435, 1.325], [-4.805, 3.333, -3.444], [-5.448, 3.261, -1.772], [-3.825, 3.977, -2.104], [-1.819, -1.516, -4.134], [-2.984, -0.570, -5.135], [-1.421, 0.143, -4.750], [-4.361, -1.991, 1.792], [-3.843, -4.413, 2.272], [1.698, -2.120, 3.368], [0.584, -1.110, 3.461], [0.484, -0.501, 2.136], [-0.439, 0.496, 2.114], [-0.663, 0.989, 0.778], [-0.997, 2.331, 0.624], [-1.653, 3.047, 1.601], [-2.203, 4.269, 1.303], [-1.973, 4.868, 0.071], [-1.213, 4.169, -0.875], [-0.712, 2.925, -0.587], [-1.043, 0.806, 3.147], [1.700, -2.742, 4.265], [1.603, -2.768, 2.491], [2.668, -1.610, 3.324], [-0.385, -1.584, 3.690], [0.816, -0.317, 4.187], [0.022, 0.609, 0.022], [-1.722, 2.592, 2.581], [-2.818, 4.713, 2.083], [-2.399, 5.849, -0.147], [-1.023, 4.586, -1.860], [-0.074, 2.358, -1.256]],
  "atomic_forces_ev_per_a": [[-0.164, 0.443, -0.388], [-0.495, -0.750, 0.616], [0.067, 0.362, -0.037], [-0.052, 0.635, -0.104], [-0.565, -0.707, 0.106], [-0.383, 0.328, -0.383], [0.652, -0.770, 0.381], [-0.711, -0.110, -0.418], [-0.085, 0.147, -0.518], [-0.075, -0.025, 0.684], [0.078, -0.073, -0.983], [0.544, 0.616, -0.155], [-0.284, 0.165, -0.186], [-0.002, -0.499, 0.483], [-0.194, -0.407, 0.623], [0.047, 0.343, -0.383], [0.062, 0.094, -0.120], [-0.167, -1.071, 0.491], [0.058, 1.376, -0.289], [-0.057, 0.826, -0.526], [0.872, -0.374, 0.029], [0.068, -0.180, -0.170], [0.139, 0.184, 0.008], [0.055, -0.075, 0.202], [0.130, -0.002, 0.126], [-0.066, -0.030, -0.079], [-0.042, 0.080, -0.114], [-0.297, 0.085, 0.041], [-0.157, -0.342, 0.313], [0.143, -0.092, -0.272], [-0.045, 0.095, 0.306], [0.258, 0.042, 0.018], [-0.291, -0.154, -0.018], [-0.166, 0.227, 0.121], [0.201, -0.144, 0.127], [-0.047, -0.355, 0.040], [0.316, -0.287, -0.028], [0.354, 0.273, -0.132], [0.414, -0.054, 0.144], [0.010, -0.073, -0.609], [-0.169, 0.456, 0.842], [-0.366, -0.399, 0.563], [1.120, -0.077, 1.034], [-0.073, 0.377, -0.161], [0.098, -0.205, -0.658], [0.271, 0.147, 0.128], [-0.264, -0.129, -0.194], [-0.184, 0.522, 0.030], [-0.595, -0.206, 0.733], [0.411, 0.123, -0.838], [0.001, -0.033, -0.036], [-0.092, 0.143, 0.190], [-0.139, -0.129, -0.097], [0.344, 0.285, 0.019], [-0.274, -0.393, -0.160], [-0.286, 0.190, 0.081], [-0.153, -0.243, -0.351], [0.260, 0.171, -0.275], [0.165, -0.351, -0.061], [0.065, -0.019, 0.210], [-0.263, 0.020, 0.055]],
  "mulliken_charge": [-0.9496, 0.1189, -0.9685, -0.3690, -0.5016, -0.2123, 0.1592, -0.8512, 1.0114, -0.0316, -0.6302, 0.1115, -1.0440, 0.1547, -0.2954, 0.1305, -1.1895, 0.5679, -0.6561, -0.5834, -0.5137, 0.2498, 0.3355, 0.3077, 0.3102, 0.3003, 0.3194, 0.6918, 0.2092, 0.7210, 0.4687, 0.3058, 0.2764, 0.3521, 0.3564, 0.3723, 0.4672, 0.4211, -1.1155, -0.1888, -0.3314, 0.1903, -0.4819, 0.4360, -0.0789, -0.7400, -0.1651, -0.6988, -0.1572, -0.7355, 0.3832, 0.1862, 0.3331, 0.2363, 0.4073, 0.4925, 0.5247, 0.4035, 0.3899, 0.4035, 0.3838]
}